The following is a quantum chemistry calculation of a structure of composition C49H56BN9PS3Zr, from the OMol25 dataset.

XYZ file:
```
120
Properties=species:S:1:pos:R:3:forces:R:3
Zr -0.22886 0.35133 0.51601 0.07 -0.30 -0.33
C -5.50016 1.76715 -0.53957 0.05 -0.01 -0.02
C -5.43702 0.86491 -1.77132 -0.09 -0.05 0.04
C -5.69048 -0.60315 -1.43676 0.01 0.00 -0.01
C -6.48874 1.33084 -2.77450 0.05 0.01 -0.02
N -4.06397 0.99418 -2.40775 -0.05 0.02 -0.02
C -3.85606 1.46158 -3.69516 0.00 0.02 0.06
C -2.52858 1.48486 -3.91394 0.05 -0.05 -0.03
N -1.90987 1.01045 -2.77381 0.04 0.01 0.01
B -0.42495 0.96690 -2.47800 0.15 -0.04 0.10
N 0.39826 -0.18247 -3.05903 0.05 0.09 -0.08
C 0.30750 -0.83688 -4.26719 -0.10 0.00 0.04
C 1.30141 -1.74349 -4.30477 0.02 0.00 0.01
N 2.01890 -1.64496 -3.12173 0.03 0.05 -0.04
C 1.44293 -0.68824 -2.36815 -0.08 -0.15 -0.07
S 1.91360 -0.11311 -0.77195 0.26 -0.01 0.00
C 3.20351 -2.56931 -2.89838 0.05 -0.11 0.01
C 2.64058 -3.97179 -2.67163 -0.05 0.04 -0.01
C 4.07180 -2.15565 -1.71831 -0.05 0.07 0.03
C 4.06410 -2.52163 -4.16275 0.01 0.01 0.00
N 0.30080 2.30373 -2.57246 -0.08 -0.02 0.05
C 0.95770 2.84490 -3.65968 -0.03 -0.04 -0.01
C 1.47682 4.02557 -3.27061 0.00 0.00 0.06
N 1.15126 4.21091 -1.93612 0.00 0.02 -0.02
C 0.43460 3.14762 -1.52995 0.11 0.02 -0.14
S -0.26524 2.89530 0.04195 -0.09 0.01 0.16
C 1.56695 5.41461 -1.11577 0.00 0.07 0.06
C 0.31448 6.15963 -0.65767 0.01 -0.03 -0.02
C 2.42042 4.94093 0.06211 -0.02 -0.03 -0.03
C 2.40340 6.33982 -1.99369 0.01 -0.04 -0.04
C -2.86597 0.72448 -1.86108 0.00 -0.02 -0.09
S -2.61173 0.03395 -0.27282 -0.22 0.09 0.02
H -6.52474 1.77843 -0.17004 0.00 -0.01 0.00
H -5.22258 2.79058 -0.79775 -0.01 -0.01 0.00
H -4.85898 1.41317 0.26471 0.01 0.01 0.00
H -6.68906 -0.69644 -1.01073 0.00 0.01 -0.01
H -4.98055 -0.99349 -0.71061 -0.03 0.00 -0.01
H -5.65169 -1.21512 -2.33894 0.01 0.00 0.01
H -7.46336 1.22605 -2.30172 0.00 0.00 0.01
H -6.50055 0.71770 -3.67608 0.00 0.01 0.00
H -6.36806 2.38158 -3.04126 -0.01 -0.01 -0.01
H -4.65962 1.75107 -4.34364 -0.02 0.00 0.01
H -1.97604 1.81172 -4.77830 -0.01 0.00 0.01
H -0.41903 0.68076 -1.32827 -0.18 -0.04 0.20
H -0.46257 -0.61990 -4.98775 0.01 -0.01 0.01
H 1.55092 -2.45356 -5.07095 0.00 0.03 0.03
H 1.98964 -3.99662 -1.79396 0.02 0.00 -0.01
H 3.46244 -4.66809 -2.50658 0.01 0.00 0.00
H 2.07338 -4.32274 -3.53404 -0.01 -0.01 0.00
H 3.57746 -2.29264 -0.75783 0.00 0.01 -0.02
H 4.41123 -1.12345 -1.80165 0.00 0.00 0.02
H 4.95252 -2.79659 -1.72848 0.00 -0.01 -0.01
H 3.55142 -2.90678 -5.04242 0.03 0.00 0.02
H 4.94036 -3.14899 -4.00675 0.00 0.00 0.00
H 4.40666 -1.50642 -4.36715 -0.01 -0.01 0.00
H 1.01054 2.34664 -4.61280 0.00 0.01 0.02
H 2.05112 4.73691 -3.83180 0.00 0.01 0.02
H -0.32182 5.54586 -0.02278 -0.01 0.02 0.00
H -0.26325 6.50545 -1.51575 0.00 -0.01 0.01
H 0.61832 7.03456 -0.08308 0.01 -0.01 -0.01
H 1.82394 4.42428 0.81209 0.01 -0.01 -0.01
H 2.87853 5.80876 0.53503 -0.02 0.01 0.00
H 3.22082 4.28356 -0.28347 0.01 0.01 0.00
H 1.84167 6.71278 -2.85062 0.01 0.00 0.00
H 3.32402 5.86355 -2.33450 -0.01 0.01 0.00
H 2.68564 7.20342 -1.39436 -0.01 -0.01 0.01
C -1.82533 -1.88205 6.89529 0.00 0.01 0.02
C -1.51183 -0.53116 6.98091 0.00 -0.01 0.02
C -1.17104 0.17593 5.84071 -0.01 0.08 -0.07
C -1.15071 -0.47719 4.60794 0.10 -0.08 -0.08
C -1.47101 -1.83165 4.51992 0.03 0.08 0.11
C -1.80388 -2.53204 5.66939 0.00 -0.02 -0.04
P -0.67454 0.44028 3.13664 -0.16 0.33 0.09
C -1.09036 2.18862 3.28170 0.02 -0.12 -0.04
C -0.29851 3.12227 3.95380 0.01 0.05 0.05
C -0.69484 4.44752 4.00061 0.03 0.01 0.05
C -1.88388 4.84468 3.39602 -0.02 -0.03 -0.02
C -2.68413 3.91703 2.74437 -0.01 0.06 0.02
C -2.28816 2.59070 2.67949 0.07 0.00 0.05
C 1.13041 0.32712 2.86314 0.05 0.03 0.06
C 1.75080 -0.91798 3.07887 0.02 0.01 0.02
C 3.09110 -1.09204 2.79235 -0.01 0.00 0.01
C 3.83643 -0.04868 2.24491 -0.01 0.02 0.01
C 3.23962 1.17736 2.00965 0.06 0.01 0.03
C 1.89781 1.37808 2.32281 -0.06 -0.12 -0.01
H -2.09475 -2.42876 7.78914 0.01 0.01 0.00
H -1.53634 -0.02782 7.93783 0.00 0.00 -0.01
H -0.93832 1.23128 5.90834 -0.01 -0.01 0.02
H -1.45984 -2.33139 3.56439 -0.03 -0.10 -0.14
H -2.05632 -3.58240 5.60897 0.00 0.01 -0.01
H 0.61570 2.81629 4.44835 0.01 0.00 -0.01
H -0.08619 5.17166 4.52608 -0.01 0.00 -0.01
H -2.19073 5.88113 3.44726 0.00 -0.01 0.00
H -3.61604 4.22639 2.29025 0.01 0.00 0.00
H -2.91004 1.86469 2.16920 -0.02 -0.01 -0.02
H 1.18015 -1.72693 3.52076 0.00 -0.01 0.00
H 3.57197 -2.03581 3.01678 -0.01 0.00 0.00
H 4.88767 -0.18973 2.02986 -0.01 0.00 0.00
H 3.81923 2.00040 1.61288 0.00 -0.01 -0.01
H 1.47221 2.36275 2.19532 -0.04 0.02 0.01
N 4.32922 -9.44150 -0.03339 -0.01 0.05 -0.01
C 3.62548 -8.54713 0.11710 -0.05 -0.05 0.02
C 2.74375 -7.42646 0.30582 0.00 0.05 -0.01
C 1.48158 -7.41908 -0.28519 0.05 -0.05 -0.01
C 0.64993 -6.32472 -0.12519 -0.11 0.03 -0.05
C 1.08097 -5.25142 0.63746 0.09 -0.06 0.05
C 2.32429 -5.25708 1.25065 0.02 0.06 0.04
C 3.16186 -6.34459 1.07812 0.03 -0.03 0.00
N 0.24109 -4.09751 0.77643 0.03 -0.03 0.00
C -1.11893 -4.07796 1.00849 -0.03 0.00 -0.03
C -1.48685 -2.77477 0.98371 0.00 0.02 -0.03
N -0.37045 -1.98696 0.74241 0.10 0.21 -0.04
C 0.64769 -2.83316 0.62605 -0.10 -0.05 -0.05
H 1.16076 -8.26603 -0.87587 0.00 0.00 0.00
H -0.32001 -6.30595 -0.60668 0.02 0.00 0.02
H 2.62844 -4.42971 1.88062 -0.01 -0.01 -0.02
H 4.13314 -6.36977 1.55289 -0.01 0.00 0.00
H -1.68724 -4.97715 1.17442 0.03 0.01 -0.01
H -2.47125 -2.35759 1.10193 0.01 0.01 0.04
H 1.66411 -2.55896 0.40301 0.02 -0.01 0.03
```
Forces are in eV/Å.

Values from the calculation:
total energy: -4000.885072 Eh
HOMO level: -15.53 eV
E_LUMO: -8.573 eV
total charge: +3
largest force on an atom: 0.009 Eh/bohr
energy above the lowest of the compared OMol25 structures with the same formula, charge and spin: 0.000 eV
multiplicity: 1